(1)
{"formula": "C3H4O3", "method": "ωB97M-V/def2-TZVPD", "de_lowest_kcal_mol": 38.5, "smiles": "O=CCOC=O", "lumo_energy_ha": 0.010, "homo_lumo_gap_ev": 10.50, "elements": ["O", "C", "C", "O", "C", "O", "H", "H", "H", "H"], "xyz": [[1.0750, -1.1860, -0.5607], [-0.0987, -1.0285, -0.8095], [-0.9676, -0.0573, -0.0063], [-0.1926, 1.1357, -0.0549], [0.9550, 0.9915, 0.6895], [0.9959, 0.5216, 1.7898], [-0.5120, -1.5079, -1.7098], [-1.9216, 0.1277, -0.4972], [-1.1512, -0.3654, 1.0317], [1.8178, 1.3687, 0.1274]], "atomic_forces_ev_per_a": [[-0.8229, 0.0671, -0.2456], [0.6688, -0.5328, -0.0084], [-0.0577, -0.0208, -0.0681], [0.3418, 0.0070, 0.2728], [0.1486, 0.0691, 0.6338], [-0.1007, 0.3531, -0.5619], [-0.3522, -0.1541, 0.1091], [0.1073, 0.0937, -0.0406], [0.1569, -0.1567, -0.2934], [-0.0900, 0.2744, 0.2023]], "lowdin_charge": [0.07, -0.18, -0.13, -0.05, -0.34, 0.10, 0.13, 0.12, 0.13, 0.15]}

(2)
{"formula": "C16H52ClN4O12", "method": "ωB97M-V/def2-TZVPD", "de_lowest_kcal_mol": 95.7, "charge": -1, "lumo_energy_ha": 0.079, "homo_lumo_gap_ev": 7.80, "elements": ["Cl", "O", "O", "O", "O", "O", "H", "H", "O", "H", "H", "O", "H", "H", "O", "H", "H", "C", "C", "C", "O", "C", "N", "H", "H", "H", "H", "H", "H", "H", "H", "H", "H", "H", "C", "C", "C", "O", "C", "N", "H", "H", "H", "H", "H", "H", "H", "H", "H", "H", "H", "C", "C", "C", "O", "C", "N", "H", "H", "H", "H", "H", "H", "H", "H", "H", "H", "H", "C", "C", "C", "O", "C", "N", "H", "H", "H", "H", "H", "H", "H", "H", "H", "H", "H"], "xyz": [[-0.4086, 0.9732, 1.6866], [0.6538, 0.8020, 0.7186], [-0.1388, 2.1597, 2.4141], [-1.7204, 0.9935, 1.1296], [-0.2194, -0.1489, 2.5481], [-4.8024, -0.9940, 5.1882], [-4.6868, -1.8766, 4.8361], [-4.1864, -0.4551, 4.6921], [-5.8903, -1.6800, 0.2573], [-5.1615, -1.0785, 0.4100], [-5.9229, -1.7808, -0.6940], [-0.3809, 5.4536, 6.0222], [0.0690, 4.9404, 5.3510], [0.3242, 5.8492, 6.5347], [-5.5858, 4.2625, 3.2269], [-4.8446, 4.8639, 3.1554], [-5.4424, 3.6211, 2.5309], [2.5421, 13.1723, 4.5380], [3.3435, 12.0588, 5.3140], [3.3057, 10.8067, 4.5098], [2.0315, 10.4167, 3.9626], [2.1463, 9.1947, 3.2944], [4.7015, 12.5298, 5.5756], [2.4626, 14.1444, 5.0245], [1.5886, 12.7956, 4.1677], [2.9935, 13.4803, 3.5949], [2.7126, 11.8762, 6.1839], [3.6846, 10.0460, 5.1924], [3.9716, 10.9301, 3.6557], [2.6517, 9.2414, 2.3297], [1.1858, 8.6973, 3.1593], [2.8044, 8.5120, 3.8319], [5.2596, 12.6416, 4.7413], [4.6803, 13.4771, 5.9253], [-1.0801, -6.1006, 0.8290], [-2.5255, -6.2416, 1.1764], [-3.0716, -7.7260, 1.2575], [-3.5639, -8.2728, 0.0123], [-4.7922, -7.5989, -0.3515], [-2.7334, -5.4345, 2.3380], [-0.8481, -6.7153, -0.0408], [-0.4324, -6.5183, 1.5998], [-0.8845, -5.0495, 0.6168], [-3.0286, -5.7719, 0.3311], [-3.7814, -7.7998, 2.0815], [-2.3051, -8.4171, 1.6081], [-5.1648, -8.0197, -1.2854], [-4.7629, -6.5093, -0.3625], [-5.5015, -7.7365, 0.4646], [-2.1744, -4.5983, 2.2462], [-2.2682, -5.9230, 3.0896], [-3.6807, -0.2859, -4.6477], [-4.1739, -1.7277, -4.8026], [-3.2033, -2.6958, -4.3057], [-2.1896, -2.8187, -5.2761], [-1.2188, -3.7643, -4.8713], [-5.4018, -1.7559, -4.0656], [-3.6263, 0.0706, -3.6191], [-4.3574, 0.4063, -5.1486], [-2.7672, 0.0018, -5.1681], [-4.4245, -1.9197, -5.8459], [-3.6659, -3.6068, -3.9257], [-2.6806, -2.3124, -3.4294], [-0.5574, -3.9189, -5.7238], [-1.6483, -4.7090, -4.5376], [-0.6697, -3.2779, -4.0651], [-6.0041, -2.5224, -4.3301], [-6.0023, -1.0299, -4.4295], [5.3774, -2.5248, -2.9915], [6.3471, -3.4820, -3.7120], [5.7134, -4.6344, -4.4733], [4.9504, -5.5787, -3.7102], [5.9032, -6.4728, -3.0185], [7.1029, -2.7485, -4.7222], [5.9578, -1.8594, -2.3523], [4.6623, -2.9462, -2.2849], [4.8539, -1.8001, -3.6151], [7.0679, -3.8255, -2.9699], [6.3737, -5.2421, -5.0921], [4.9542, -4.1559, -5.0920], [6.5125, -7.0926, -3.6763], [5.3437, -7.1854, -2.4124], [6.4275, -5.8072, -2.3328], [7.2680, -1.8083, -4.3922], [6.6529, -2.4625, -5.5800]], "atomic_forces_ev_per_a": [[2.9505, -1.3529, 0.0528], [-0.6268, 0.6655, -1.5071], [-0.4477, 1.7677, 0.7409], [-0.7734, 0.0787, -0.6387], [-1.1734, -1.1686, 1.3618], [-0.2219, 0.0160, 0.2505], [0.0333, -0.2072, -0.1239], [0.2211, 0.1972, -0.1503], [-0.2499, -0.1487, 0.1553], [0.2684, 0.1733, 0.0975], [0.0413, -0.0130, -0.3233], [-0.1934, 0.1573, 0.1081], [0.0316, -0.2734, -0.2746], [0.1426, 0.0893, 0.1338], [-0.2967, 0.1092, 0.1194], [0.2368, 0.1017, 0.0284], [0.0836, -0.2298, -0.1396], [0.1150, -0.2701, -0.7657], [-2.1158, 2.8665, -1.6076], [0.3372, -0.9160, -0.7302], [0.3981, 0.8048, 0.9455], [0.5662, -0.9914, -0.1249], [0.1746, -0.5235, 0.7379], [-0.3164, -0.2936, 0.6932], [-0.3330, 0.1198, 0.6298], [0.7725, -0.4271, -0.2054], [0.7044, 0.0869, 0.6668], [0.1186, -0.5772, -0.3215], [0.4575, -0.1482, -0.0982], [-0.1395, 0.5925, -0.4106], [-0.0908, 0.3936, 0.1367], [-0.1397, -0.2356, 0.4894], [-0.2204, -0.4940, -0.4703], [-0.2934, 0.0049, 0.4386], [0.7899, -1.3549, -0.9995], [-0.1534, -0.6682, -1.3738], [0.6990, 0.4642, 0.1151], [-0.4056, 1.6505, 0.6615], [0.1032, -0.4792, 0.9156], [-1.0315, -0.2071, 1.3683], [0.1256, 0.2124, -0.4287], [0.0735, 0.3805, 0.3537], [0.3893, -0.1426, 0.0626], [-0.4569, -0.0158, 0.0652], [-0.8051, 0.2626, -0.2553], [0.4718, 0.0629, -0.4096], [0.1462, 0.0982, 0.1299], [0.6773, 0.0807, -0.6129], [-0.4063, -0.5920, -0.0302], [-0.1516, 0.3548, -0.1061], [-0.0581, -0.0564, 0.5539], [0.1202, 0.9971, -0.9261], [-0.6756, 2.0766, -0.7403], [1.6671, -0.0750, 1.0271], [-0.6310, -1.2431, -0.6491], [0.2457, 0.9486, -0.1832], [-1.8753, -0.2435, 0.8553], [0.0844, -0.4602, 0.1334], [-0.6126, -0.0790, 0.0475], [0.4422, -0.7399, 0.2166], [0.6492, -0.1211, -0.4078], [-0.0585, -0.6446, -0.6813], [-0.2712, 0.3405, 0.5731], [0.0048, -0.1152, 0.1193], [-0.0988, -0.0684, -0.0075], [0.3892, -0.4449, 0.2938], [0.3968, -0.9703, 0.1501], [0.2069, 0.8373, 0.2726], [0.0224, 0.2571, 0.7289], [-0.4406, 0.5686, -0.4072], [-1.7118, -0.4601, 0.2974], [1.5382, -1.0550, 0.6341], [-1.7604, 1.0464, 0.2680], [1.2131, 1.0156, -0.1521], [0.4218, -0.0279, 0.0858], [-0.0728, -0.4903, -0.2917], [-0.1809, -0.4854, -0.5685], [0.0776, -0.1612, -0.0527], [0.5535, 0.5872, -0.1240], [0.0343, -0.0737, -0.4398], [0.2805, 0.5339, -0.3253], [-0.3285, 0.2217, -0.0405], [0.6737, -0.5224, -0.0696], [0.5960, 0.0795, 0.7322], [-0.9276, -1.0344, -0.2725]], "lowdin_charge": [0.57, -0.40, -0.38, -0.38, -0.40, -0.06, 0.03, 0.03, -0.06, 0.03, 0.01, -0.06, 0.03, 0.02, -0.06, 0.03, 0.03, -0.07, -0.42, -0.22, -0.18, -0.13, 0.04, 0.07, 0.07, 0.07, 0.14, 0.13, 0.13, 0.08, 0.09, 0.08, 0.07, 0.06, -0.09, -0.46, -0.17, -0.18, -0.10, 0.03, 0.08, 0.08, 0.09, 0.12, 0.11, 0.12, 0.09, 0.07, 0.08, 0.07, 0.07, -0.06, -0.47, -0.24, -0.18, -0.10, 0.02, 0.09, 0.07, 0.08, 0.14, 0.13, 0.13, 0.09, 0.09, 0.09, 0.07, 0.07, -0.06, -0.43, -0.22, -0.20, -0.07, 0.01, 0.07, 0.08, 0.08, 0.12, 0.12, 0.13, 0.08, 0.08, 0.08, 0.06, 0.07]}

(3)
{"formula": "C5H10ClN2", "method": "ωB97M-V/def2-TZVPD", "de_lowest_kcal_mol": 83.5, "charge": 1, "lumo_energy_ha": [-0.141, -0.321], "homo_lumo_gap_ev": [8.56, 6.95], "spin_multiplicity": 3, "elements": ["C", "C", "C", "C", "C", "N", "N", "Cl", "H", "H", "H", "H", "H", "H", "H", "H", "H", "H"], "xyz": [[2.3483, 0.3297, 0.2280], [-0.3140, -0.5033, -1.4235], [-0.7482, -1.3136, 1.0608], [-1.1874, 0.9818, 0.1800], [-0.2533, -0.1989, 0.0566], [0.9680, 0.2663, 0.6742], [1.6667, 1.3480, -0.2308], [3.7960, -0.3676, 0.1518], [-0.1880, 0.4505, -1.9498], [0.5053, -1.2379, -1.5468], [-1.2821, -1.0099, -1.7075], [-0.9669, -1.0544, 2.0675], [-0.1358, -2.3536, 0.9721], [-1.7924, -1.5781, 0.6820], [-1.1474, 1.2180, 1.2159], [-0.6725, 1.7959, -0.3861], [-2.2409, 0.8806, -0.0873], [1.6447, 2.3466, 0.0429]], "atomic_forces_ev_per_a": [[0.6502, -1.5549, 1.7753], [1.3850, -1.7798, -0.4147], [-0.5299, -3.3112, -3.1632], [0.5318, 1.5732, 0.3516], [-3.5662, -0.8514, 2.9241], [3.0253, 2.1536, -4.3475], [-2.8816, 0.6720, 0.8056], [0.7064, -0.7462, -0.0060], [0.1730, -0.6213, -0.2048], [-0.3190, 0.3897, -0.9946], [0.9972, 0.7075, 0.6605], [0.6228, 0.6767, 0.8992], [-1.2395, 2.6408, 0.3650], [1.3259, 0.1396, 0.2687], [-0.4109, 0.8269, 0.9549], [-1.0289, -0.2724, 0.3525], [0.4202, -0.4273, -0.3666], [0.1381, -0.2154, 0.1400]], "lowdin_charge": [-0.81, 0.00, -0.01, -0.05, -0.62, 0.25, 0.22, 0.88, 0.10, 0.10, 0.14, 0.07, 0.14, 0.11, 0.08, 0.10, 0.12, 0.18]}

(4)
{"formula": "C22H36MoN2SSe3Si2", "method": "ωB97M-V/def2-TZVPD", "de_lowest_kcal_mol": 0.0, "charge": 4, "lumo_energy_ha": [-0.488, -0.485], "homo_lumo_gap_ev": [6.40, 6.42], "elements": ["Mo", "C", "Se", "C", "C", "Se", "C", "H", "H", "H", "H", "H", "H", "H", "H", "H", "H", "C", "Si", "C", "C", "C", "C", "C", "C", "C", "Si", "C", "C", "H", "H", "H", "H", "H", "H", "H", "H", "H", "H", "H", "H", "H", "H", "H", "H", "Se", "N", "C", "C", "C", "C", "C", "C", "N", "H", "H", "H", "H", "C", "S", "C", "H", "H", "H", "H", "H", "H"], "xyz": [[-0.2884, -0.7559, 0.0539], [0.1653, 0.1678, 3.8736], [-0.1326, -1.3026, 2.6246], [1.6762, -2.0243, 2.7902], [2.6967, -1.1070, 2.1690], [2.1185, -0.6709, 0.3522], [3.6458, 0.3865, -0.2377], [0.6082, -0.2921, 4.7547], [-0.7974, 0.5842, 4.1397], [0.8263, 0.9244, 3.4610], [1.6686, -3.0155, 2.3446], [1.8578, -2.1346, 3.8586], [3.6733, -1.5820, 2.0792], [2.8121, -0.1662, 2.7022], [4.0002, 0.9297, 0.6336], [3.3348, 1.0632, -1.0250], [4.4026, -0.3040, -0.5990], [-1.1714, -0.3698, -2.4685], [0.4464, 0.5301, -2.1272], [1.8631, -0.3001, -2.9996], [0.3212, 2.2994, -2.7595], [0.3680, 2.1828, -4.1479], [0.2364, 3.2809, -5.0049], [0.0509, 4.5450, -4.4918], [-0.0289, 4.7001, -3.1142], [0.1233, 3.6126, -2.2339], [0.1556, 4.2160, -0.5528], [1.2659, 3.4033, 0.6553], [-0.8134, 5.6407, -0.0064], [-1.0500, -0.5868, -3.5405], [-2.0310, 0.2821, -2.3319], [-1.3814, -1.3589, -2.0465], [1.4810, -0.7293, -3.9318], [2.3228, -1.1207, -2.4503], [2.6434, 0.4128, -3.2728], [0.5048, 1.2120, -4.6163], [0.2819, 3.1283, -6.0761], [-0.0400, 5.4028, -5.1455], [-0.1933, 5.7010, -2.7248], [1.3894, 4.0299, 1.5409], [2.2429, 3.2371, 0.1932], [0.8841, 2.4304, 0.9749], [-0.8564, 6.4229, -0.7685], [-0.3966, 6.0605, 0.9091], [-1.8500, 5.3303, 0.1784], [-3.6440, -1.5229, -0.4166], [-2.3515, -0.4228, 0.3640], [-3.0296, 0.3380, 1.2643], [-2.5038, 1.3865, 2.0459], [-3.3343, 2.0413, 2.9189], [-4.7201, 1.7300, 3.0584], [-5.2816, 0.7613, 2.2962], [-4.4440, 0.0513, 1.3793], [-4.8932, -0.9034, 0.5876], [-1.4698, 1.6856, 1.9446], [-2.9286, 2.8419, 3.5301], [-5.3219, 2.2864, 3.7658], [-6.3360, 0.5150, 2.3461], [-0.5459, -4.3252, 0.8798], [-0.5901, -3.1612, -0.4998], [0.7589, -3.7335, -1.5547], [-0.9931, -5.2515, 0.5186], [-1.1505, -3.9329, 1.6941], [0.4813, -4.5041, 1.1904], [1.7090, -3.6486, -1.0351], [0.7538, -3.1404, -2.4673], [0.5432, -4.7725, -1.8042]], "atomic_forces_ev_per_a": [[-0.6732, -0.1345, -0.5154], [0.0067, 0.0740, -0.0876], [-0.0144, -0.1714, -0.0332], [0.0114, 0.0532, 0.0134], [0.0532, -0.0501, 0.0359], [0.3495, 0.1242, 0.2062], [-0.0162, -0.0289, -0.0461], [0.0071, -0.0143, 0.0101], [-0.1103, 0.0456, -0.0280], [-0.0140, 0.0273, -0.0201], [0.0435, -0.0090, -0.0485], [0.0004, -0.0387, 0.0358], [0.0359, -0.0317, -0.0222], [0.0171, 0.0132, 0.0593], [0.0220, 0.0409, 0.0250], [-0.0343, 0.0256, -0.0429], [0.0363, -0.0219, -0.0103], [-0.1148, -0.0104, 0.2547], [0.2615, -0.0816, 0.0446], [0.1573, -0.0424, -0.0512], [0.0686, 0.3044, 0.0572], [-0.0474, -0.1035, 0.0331], [0.0089, -0.0129, -0.0834], [0.0078, 0.0412, -0.0712], [-0.0129, -0.0032, 0.0563], [-0.2713, -0.2694, -0.3077], [0.2092, -0.0275, 0.2529], [0.0652, -0.0344, 0.1562], [-0.0321, 0.2770, -0.0929], [0.0389, -0.0522, 0.1029], [-0.0343, -0.0263, -0.0354], [-0.1090, -0.0267, -0.1369], [0.0587, 0.0176, -0.0053], [-0.0090, -0.0208, -0.0078], [-0.0140, -0.0351, -0.0185], [0.0116, 0.0892, -0.0450], [0.0128, -0.0142, 0.0152], [-0.0156, -0.0172, 0.0085], [0.0013, -0.0887, -0.0704], [0.0335, -0.0536, -0.0049], [-0.0003, 0.0319, 0.0179], [-0.0454, -0.1035, 0.0228], [-0.0652, 0.0183, 0.0778], [-0.0544, 0.0298, 0.0341], [0.0345, 0.0053, 0.0126], [0.3003, -0.1403, -0.0638], [-0.5480, 0.1664, 0.2778], [0.1302, -0.0217, -0.0634], [-0.0110, -0.0162, 0.0521], [0.0134, 0.0456, 0.0614], [0.0534, 0.0546, 0.0278], [-0.0202, -0.0564, -0.0646], [0.0801, -0.0838, -0.0310], [-0.2090, 0.1252, 0.0581], [0.1586, 0.0122, 0.0113], [-0.0415, -0.0468, -0.0468], [0.0534, 0.0031, -0.0237], [0.0737, -0.0282, -0.0131], [0.0222, -0.0733, -0.0403], [0.1432, 0.4386, 0.1637], [-0.0711, -0.0765, -0.0825], [0.0274, -0.0002, 0.0016], [-0.0225, 0.0098, -0.0083], [-0.0276, -0.0031, 0.0129], [0.0303, -0.0052, 0.0210], [-0.0097, -0.0064, 0.0175], [0.0101, 0.0078, -0.0158]], "lowdin_charge": [0.64, -0.28, 0.99, -0.47, -0.43, 0.92, -0.25, 0.06, 0.03, 0.04, 0.07, 0.11, 0.11, 0.09, 0.06, 0.03, 0.07, -0.23, 0.59, -0.20, -0.26, -0.08, 0.02, 0.01, -0.05, -0.29, 0.94, -0.14, -0.12, 0.09, 0.05, -0.06, 0.07, 0.01, 0.07, 0.11, 0.14, 0.14, 0.11, 0.07, 0.05, 0.00, 0.07, 0.07, 0.08, 1.25, -0.42, -0.35, -0.07, 0.00, -0.01, 0.05, -0.33, -0.17, 0.08, 0.13, 0.14, 0.15, -0.29, 0.74, -0.28, 0.08, 0.04, 0.06, 0.05, 0.05, 0.08]}